# 1
A 9-piece molecular cluster, C34H50N11O5P2S2 overall at a distorted geometry, computed with the ωB97M-V functional and the def2-TZVPD basis.

- F_max (Eh/bohr) = 0.1241
- relative energy (zero: lowest compared OMol25 entry of this formula, charge and spin) (kcal per mole) = 0.0
- LUMO level (eV) = -3.52
- charge = +1
- calculated total energy (eV) = -102926.976

Each line ends with the Mulliken charge.
Positions of all 104 atoms, in Å:
O -7.25828 -0.51506 -0.21173  -0.6625
P -5.80719 -1.01912 -0.37199  0.4724
C -4.95071 -0.31631 -1.95007  -0.6227
O -5.54576 0.92543 -2.40851  -0.4722
C -4.79427 2.08880 -1.99284  1.4701
C -5.06510 2.50108 -0.44553  -1.5300
O -4.23192 1.72941 0.45447  0.1377
C -4.38566 2.12530 1.81896  0.4464
C -5.68833 2.62384 2.48815  -0.2745
C -5.70515 2.97876 4.02131  -0.5849
C -4.41395 2.82904 4.90400  -0.4416
C -3.09420 2.35915 4.23119  -0.4220
C -3.10074 2.01537 2.71690  -0.2439
P -5.52639 3.56305 -3.01762  0.0148
O -4.96196 3.36791 -4.65011  -0.5118
O -4.94440 5.05302 -2.41003  -0.4323
C -3.22127 2.04693 -2.35472  -0.8232
N -2.78769 0.67485 -2.78363  -0.0029
C -3.35209 -0.29454 -1.78807  0.0463
C -2.83226 -1.79250 -2.18700  -0.8544
C -1.58952 -2.21629 -1.22925  -0.0156
C -0.66191 -3.28589 -1.98035  -0.8561
S 1.00635 -3.52186 -1.13576  -0.0360
C 1.54682 -1.83675 -0.51134  -0.1433
S 1.46551 -1.49393 1.13207  -0.0349
N 1.99611 -0.84750 -1.49780  0.4209
C 1.54354 -0.78106 -2.87440  -0.1918
C 2.24352 0.37487 -3.61174  -0.3622
N 3.10261 1.00652 -2.61339  -0.6376
C 2.94348 0.26410 -1.40059  -0.0890
H -5.90246 -2.45317 -0.59323  0.1220
H -4.99393 -0.86532 0.80396  0.0698
H -5.17995 -1.10274 -2.77057  0.6885
H -6.19332 2.44481 -0.21254  0.3090
H -4.78416 3.61493 -0.28036  0.6764
H -6.63863 2.72587 1.86853  0.2683
H -6.66302 3.31813 4.55036  0.3203
H -4.40104 3.04869 6.03019  0.3219
H -2.10492 2.23072 4.80669  0.2814
H -2.13045 1.66272 2.21480  0.2229
H -5.03925 2.42217 -4.91509  0.3414
H -4.12170 5.35489 -2.86177  0.3011
H -2.59686 2.30795 -1.41951  -0.1495
H -2.91079 2.77019 -3.19228  0.5628
H -1.75891 0.58264 -2.85307  0.3372
H -3.21172 0.45500 -3.70162  0.5220
H -2.98012 -0.12871 -0.71669  0.1520
H -3.67346 -2.54065 -1.96953  0.3433
H -2.50457 -1.78468 -3.28332  0.3431
H -1.03679 -1.24921 -0.95223  0.0156
H -1.95384 -2.71857 -0.25597  0.2618
H -0.52774 -3.05207 -3.10665  0.3814
H -1.21069 -4.29809 -1.94915  0.4105
H 0.77838 -1.44327 -3.39396  0.3200
H 2.04678 0.61047 -4.70969  0.3585
H 3.44352 0.41947 -0.37730  0.2990
C 2.16226 -0.72831 5.18187  -0.4752
C 0.68675 -0.55973 5.38800  0.4300
N -0.47707 -0.42735 5.54955  -0.4870
H 2.46553 -1.73667 5.47023  0.1503
H 2.41088 -0.56921 4.13118  0.1298
H 2.70776 -0.00454 5.79010  0.3267
C 0.16514 -4.97380 3.71293  -0.6305
C 1.37445 -4.36037 4.34926  0.3933
N 2.33224 -3.85824 4.85175  -0.4916
H 0.39879 -5.98349 3.37073  0.3022
H -0.65026 -5.02215 4.43642  0.2915
H -0.15020 -4.37133 2.85919  0.1177
C 3.90422 -5.19251 7.96322  -0.4267
C 4.83829 -6.21946 8.52967  0.2560
N 5.57575 -7.02889 8.97467  -0.4153
H 4.12300 -4.21344 8.39332  0.3142
H 4.02311 -5.14052 6.88122  -0.0293
H 2.87232 -5.46032 8.19498  0.2478
C 7.10730 0.84513 -0.64120  -0.7077
C 6.48250 -0.16743 0.27162  0.3400
N 5.98826 -0.96415 0.98895  -0.4003
H 7.67453 0.33871 -1.42374  0.2610
H 6.33068 1.45716 -1.10337  0.2455
H 7.78001 1.49055 -0.07415  0.2928
C 2.17024 2.64844 -7.99219  -0.5475
C 1.53932 1.63776 -7.08248  0.4315
N 1.04170 0.84012 -6.36486  -0.5768
H 2.73482 2.14059 -8.77603  0.2969
H 1.39816 3.26639 -8.45284  0.2955
H 2.84608 3.28860 -7.42453  0.0140
C 5.89283 -6.96763 4.77052  -0.8356
C 4.41865 -6.78846 4.97652  0.4167
N 3.25704 -6.64599 5.14063  -0.4318
H 6.18665 -7.97902 5.05570  0.2861
H 6.14291 -6.80605 3.72073  0.3202
H 6.44277 -6.25088 5.38272  0.2789
C 5.31701 5.92015 -5.98384  -0.7494
C 4.15261 5.78378 -6.91888  0.4117
N 3.23520 5.67751 -7.65658  -0.4465
H 5.82752 4.96079 -5.88487  0.2740
H 6.01956 6.65931 -6.37190  0.2830
H 4.96799 6.24136 -5.00126  0.2618
C 0.32290 4.16822 -0.45768  -1.0084
C -0.32972 2.83758 -0.23272  0.5396
N -0.84291 1.78731 -0.05310  -0.3464
H 0.00730 4.57844 -1.41846  0.3056
H 0.03753 4.86004 0.33663  0.3286
H 1.40805 4.05326 -0.45824  0.3192

# 2
C34H51Br2ClF9NO7PS as an isolated structure at a distorted geometry, computed with the ωB97M-V functional and the def2-TZVPD basis.

- F_max (Eh/bohr) = 0.1458
- LUMO level (eV) = -2.61
- charge = +1
- calculated total energy (eV) = -249087.544

Each line ends with the Mulliken charge.
Positions of all 107 atoms, in Å:
C 2.82065 3.78804 5.52250  -1.0548
C 3.17514 2.59996 6.44801  -0.3811
S 4.48022 1.47594 5.83373  -0.0692
C 4.25147 1.32783 4.00396  -0.9793
C 3.87865 -0.10498 3.40597  -0.5050
Br 4.95340 -1.24645 4.63546  0.0851
C 4.62601 -0.06507 1.94277  1.5641
F 4.75533 1.15614 1.35705  -0.2757
Cl 6.13203 -1.00623 1.96214  -0.1060
C 3.54018 -0.77048 1.03074  -0.0832
C 3.63878 -0.64919 -0.49514  -1.5326
C 3.02476 0.49626 -1.33800  -0.2206
C 1.87451 0.00467 -2.29090  -1.2036
Br 2.39888 2.13805 -0.48170  -0.0762
C 2.25485 -0.37063 1.78563  -1.2922
C 0.90879 -0.63793 1.12129  -0.6019
C 0.52779 -2.15280 0.93650  0.2273
C -0.43407 -2.19895 -0.26052  -0.0095
C -1.59681 -1.43000 -0.18109  -0.3709
C -2.52120 -1.34885 -1.20777  -0.8077
C -2.25706 -2.07815 -2.37414  -0.4224
C -1.11842 -2.84851 -2.44220  -0.7163
C -0.18380 -2.93174 -1.41233  -0.3006
N 2.42293 -0.52931 3.28538  1.7972
C 1.57972 0.43643 4.06161  -0.3426
C 0.05990 0.08924 4.17103  -1.4293
O -0.77636 1.21798 3.98443  -0.5420
C -0.59821 2.20314 4.99126  -0.8596
C -1.99023 2.65958 5.58480  0.9830
F -2.92197 2.16789 4.75176  -0.3212
F -2.08469 2.09735 6.81883  -0.3266
C -1.99185 4.20673 5.62196  0.6804
F -1.98662 4.63130 4.35072  -0.2884
F -0.83929 4.57847 6.23584  -0.2762
C -3.18052 4.89586 6.41671  0.5622
F -3.59502 5.94143 5.65534  -0.2925
F -2.68820 5.42868 7.54406  -0.2814
C -4.42900 4.02239 6.66988  0.1487
F -5.07086 3.74047 5.52208  -0.2385
F -5.28447 4.80599 7.39294  -0.2825
C 2.10509 -1.90320 3.76567  -2.1136
O 2.87423 -2.90364 3.11175  -0.0388
C 3.12325 -3.96787 4.01154  0.6231
C 1.92340 -4.77481 4.54630  -0.9728
O 4.23145 -4.28566 4.33437  -0.4609
H 3.61973 4.08091 4.83778  0.4236
H 2.47558 4.61215 6.15774  0.3658
H 1.94605 3.50131 4.92018  0.1766
H 2.30172 1.99637 6.73122  0.2632
H 3.56043 3.01627 7.38798  0.5169
H 5.26908 1.53551 3.65643  0.5002
H 3.62973 2.15018 3.63373  0.3672
H 3.84577 -1.81708 1.19982  0.5170
H 3.25958 -1.59819 -0.90075  0.6439
H 4.71558 -0.70049 -0.72397  0.4413
H 3.79063 0.82732 -2.04691  0.5961
H 0.91990 0.41433 -1.93377  0.3331
H 1.76117 -1.08506 -2.28002  0.1939
H 2.03349 0.32906 -3.32275  0.3602
H 2.32951 0.73460 1.75050  0.3900
H 1.00908 -0.27121 0.09244  -0.5416
H 0.07121 -0.05507 1.51681  0.5670
H -0.07275 -2.48233 1.79801  0.2647
H 1.41366 -2.77070 0.76033  0.4364
H -1.80697 -0.85613 0.72497  0.3554
H -3.39541 -0.70971 -1.10960  0.4238
H -2.97316 -1.98471 -3.18755  0.4449
H -0.92785 -3.38911 -3.36984  0.4159
H 0.71966 -3.53179 -1.50174  0.4622
H 1.61141 1.44402 3.63791  0.2519
H 1.95002 0.42276 5.09437  0.8108
H -0.16868 -0.28329 5.18600  0.3063
H -0.31034 -0.67091 3.47951  0.6674
H -0.12471 3.06702 4.50802  0.3788
H -0.00447 1.82017 5.83169  0.3007
H -4.25368 3.13366 7.28833  0.3018
H 2.26663 -1.93734 4.85115  0.7624
H 1.06805 -2.18219 3.54948  0.7425
H 1.01632 -4.53468 3.98272  0.2840
H 2.22357 -5.82144 4.43137  0.3586
H 1.82260 -4.60907 5.62476  0.3167
O -2.35015 -1.07670 -6.39364  -0.7393
P -2.97537 -0.48552 -7.61906  1.0988
O -3.61755 -1.79989 -8.35920  -0.2605
C -4.69936 -2.48707 -7.73088  -0.2373
C -5.99557 -1.70323 -7.82701  -0.9458
O -1.60399 -0.30503 -8.51593  -0.3725
C -0.36275 0.01883 -7.88899  -0.3589
C 0.54674 -1.19290 -7.88762  -1.1565
O -3.78014 0.60607 -8.53151  -0.3648
C -3.46912 0.94606 -9.89043  -0.1678
C -3.80054 -0.14049 -10.88708  -0.9098
H -4.45206 -2.70028 -6.68698  0.1789
H -4.80625 -3.44226 -8.24528  0.3149
H -5.92909 -0.76646 -7.26636  0.2783
H -6.82648 -2.28438 -7.42496  0.4037
H -6.21536 -1.44332 -8.86229  0.1826
H -0.51662 0.39396 -6.87702  0.3540
H 0.09560 0.82395 -8.46876  0.3270
H 0.05852 -2.05186 -7.42694  0.2710
H 1.47225 -0.98642 -7.34591  0.3836
H 0.79784 -1.47885 -8.91027  0.3193
H -2.43973 1.28188 -9.98978  0.2222
H -4.08723 1.81903 -10.11152  0.3444
H -3.10726 -0.97734 -10.81013  0.2633
H -3.73339 0.25607 -11.90151  0.4071
H -4.80786 -0.52440 -10.72753  0.1695

Question: F_max of number 1 (C34H50N11O5P2S2)?
Answer: 0.1241 Eh/bohr

Question: What is the LUMO level in the first record?
Answer: -3.52 eV

Question: What is the LUMO level in the second record?
Answer: -2.61 eV